(1)
Molecular formula: C20H40F6LiO15P
Method: DFT, ωB97M-V/def2-TZVPD

Last column: Mulliken charge in e.
Geometry (Å):
O  -5.956162  -2.309228  0.246147  -0.307
C  6.611601  1.652377  -2.532889  -1.072
H  -5.512282  5.388746  -1.409000  0.292
F  -0.957014  1.539083  -8.502513  -0.379
C  -0.242632  -5.724365  -3.444897  -0.314
H  6.006848  5.831561  -2.369609  0.272
C  4.090527  -0.758935  6.059580  -0.153
O  4.096315  5.093914  -1.712810  -0.312
H  -3.625235  4.428834  -1.049796  0.236
H  -4.876206  7.070580  -1.415841  0.316
H  -2.546072  5.902191  -1.386601  0.308
C  -4.666047  6.028898  -1.658396  -1.224
H  7.413990  2.374775  -2.383159  0.305
C  -2.806628  5.320123  1.335689  0.738
H  -0.886352  0.154121  7.944094  0.276
P  -1.163224  1.168082  -6.940915  1.135
F  -1.191802  0.830434  -5.302173  -0.384
O  2.747417  -5.790518  -1.411948  -0.317
H  0.109352  -5.584273  -4.466943  0.315
F  -2.398979  2.183909  -6.808058  -0.347
C  -0.688797  -0.592708  7.175126  -0.638
H  -7.143318  -1.326107  -1.146888  0.229
O  5.090688  3.491046  -2.960148  -0.355
O  -4.815926  -3.623801  1.406687  -0.266
O  -3.829501  -1.709867  0.770383  -0.562
C  1.610144  -5.186604  -1.893104  0.772
H  -4.402333  -4.571395  3.980101  0.301
H  4.606805  6.054934  -3.426908  0.281
O  -3.041766  6.004328  2.444361  -0.310
C  -3.968249  -5.101723  3.132509  -1.140
F  -0.027482  0.178155  -7.391784  -0.332
H  3.846911  1.359652  5.599371  0.284
H  3.938995  -1.023520  5.013091  0.280
O  1.436203  0.030398  5.291298  -0.624
H  2.379941  -7.844283  -1.799142  0.278
H  4.444733  1.527376  -3.280306  0.329
H  4.801841  7.075534  -1.998797  0.252
C  4.476271  0.735342  6.233612  -1.073
O  3.946210  2.832850  -1.180569  -0.608
H  -6.024793  -0.362367  -0.257298  0.284
O  -2.014085  4.432939  1.170157  -0.586
H  -0.634628  -4.756919  -3.131054  0.305
H  -1.259946  -7.125435  -2.240956  0.309
O  0.888718  -6.055359  -2.645781  -0.284
H  -3.027353  -5.532095  3.475430  0.372
H  4.358783  1.173406  7.224766  0.311
H  -1.377026  -1.414780  7.371682  0.252
H  -5.394402  -1.472608  -1.536736  0.307
C  5.341965  2.142595  -3.347989  -0.267
H  -2.982291  -3.289116  2.305922  0.329
F  -0.090101  2.285535  -6.631084  -0.341
C  -4.781878  -2.427299  0.807918  0.768
H  5.463211  2.089158  -4.429909  0.318
H  -4.604611  -5.931980  2.826219  0.307
C  -6.130133  -1.331480  -0.744980  -0.632
H  5.440058  1.092116  5.870378  0.371
H  3.687796  -7.533018  -0.899877  0.296
H  -2.515236  6.562112  4.370014  0.255
O  0.664011  -1.121408  7.162295  -0.309
C  -1.390656  -6.755459  -3.257880  -1.001
H  -1.213999  6.081495  3.426361  0.313
C  1.656062  -0.693158  6.300623  0.776
O  1.330611  -3.985339  -1.673126  -0.606
H  7.081204  0.790433  -3.006827  0.378
C  3.173480  -7.098213  -1.756915  -0.634
H  -3.111931  -4.575194  1.189512  0.257
H  -2.401625  -6.371331  -3.393831  0.331
C  4.943004  6.068045  -2.390137  -0.594
Li  0.248683  0.502206  0.747980  1.006
H  -4.594443  6.028646  -2.746044  0.384
H  3.722398  -7.123033  -2.698289  0.278
O  2.850349  -1.122968  6.775748  -0.324
C  -3.470329  5.504610  -0.967337  -0.105
C  4.366206  3.723103  -1.916406  0.776
C  -3.665709  -4.074829  1.983909  -0.249
H  4.796834  -1.477766  6.474915  0.274
H  -2.187992  4.745281  3.869710  0.278
C  -2.248917  5.806961  3.630477  -0.667
F  -2.303725  0.067050  -7.211275  -0.354
H  -0.960077  -0.039432  6.276020  0.297
H  -1.312580  -7.587412  -3.957780  0.272
H  6.361315  1.187969  -1.579075  0.295
O  -3.585006  5.864426  0.401693  -0.229

Atoms 1-3, force components in eV/Å:
O -1.2 -0.4 -0.2
C -0.9 -1.2 -0.6
H -0.2 0.3 0.1

Properties
Kohn-Sham gap in eV: 6.2796
Maximum force in eV Å⁻¹: 4.38
E_tot in Eh: -2862.8297

(2)
Molecular formula: C4H11N3O2
Method: DFT, ωB97M-V/def2-TZVPD

Last column: Mulliken charge in e.
Geometry (Å):
N  1.106868  0.182603  -1.604265  -0.461
H  1.982007  0.550714  -1.952778  0.243
H  -1.067151  0.175111  2.015006  0.315
O  0.147866  2.102241  1.588907  -0.404
H  0.250774  3.009002  1.957519  0.302
H  2.504934  -1.940967  0.609350  0.250
C  -0.611135  -2.052198  -1.558298  -0.731
N  2.422934  -1.030190  0.194699  -0.493
H  -1.318582  -1.226377  -1.428460  0.214
C  -1.173112  2.211211  1.154851  0.604
H  -1.104613  -3.015105  -1.389099  0.252
H  -2.730854  0.921091  1.948333  0.316
C  -1.748906  0.838677  1.464850  -0.660
O  -1.672237  3.163828  0.652243  -0.504
N  0.476510  -1.839529  -0.603779  -0.560
H  -0.178428  -1.882488  -2.535480  0.344
C  1.334989  -0.901424  -0.685887  0.565
H  0.419156  0.843491  -1.275066  0.176
H  2.656010  -0.304932  0.858432  0.208
H  -1.697029  0.195233  0.588931  0.025

Atoms 1-3, force components in eV/Å:
N 1.5 -1.2 0.7
H -0.3 0.6 0.2
H -0.1 1.0 0.8

Properties
Kohn-Sham gap in eV: 9.3001
Maximum force in eV Å⁻¹: 3.01
E_tot in Eh: -473.7346

(3)
Molecular formula: C5H12N
Method: DFT, ωB97M-V/def2-TZVPD

Last column: Mulliken spin population.
Geometry (Å):
N  -0.529233  0.062252  1.772573  0.007
H  0.155336  -0.730088  1.601420  0.003
H  1.177861  1.404929  -0.598341  0.001
C  1.125742  -1.748550  -1.401155  0.051
H  -1.372447  -0.283324  1.383511  0.001
H  -1.246849  2.040456  1.232637  -0.005
H  -0.204172  2.352507  -0.817104  0.024
C  -0.315263  1.499870  1.153170  0.022
H  -0.862539  -1.767684  -0.763368  0.041
C  -0.143578  -1.098225  -1.276359  0.273
H  -0.561004  -0.014722  2.844263  -0.002
H  0.558872  2.014462  1.736294  -0.003
H  1.584455  -1.794705  -2.403644  0.016
H  1.056900  -2.799478  -1.120552  -0.003
C  0.030904  1.438458  -0.350411  0.042
H  -1.686835  0.461812  -1.181406  0.028
C  -0.622332  0.266277  -1.125283  0.456
H  1.854181  -1.304247  -0.686245  0.049

Atoms 1-3, force components in eV/Å:
N 1.8 -0.3 1.6
H -0.2 1.6 -0.4
H -1.8 -0.3 1.1

Properties
Kohn-Sham gap (spin up / spin down) in eV: 9.5341 / 9.2865
Maximum force in eV Å⁻¹: 4.69
E_tot in Eh: -251.6532
Net charge: +2
Spin multiplicity: 2

(4)
Molecular formula: C5H14NO
Method: DFT, ωB97M-V/def2-TZVPD

Last column: Mulliken charge in e.
Geometry (Å):
H  -1.766199  -0.069435  -0.293130  0.290
C  0.147248  0.584229  0.866391  -0.988
H  0.865760  -2.615431  0.457887  0.327
C  -1.084418  1.816093  -0.963268  -1.040
H  -2.068359  1.979373  -1.364242  0.356
H  1.353242  0.129062  -3.476920  0.305
C  -1.276353  0.756080  0.186351  -0.369
C  1.078602  -0.490467  0.410983  -0.166
H  2.077659  -0.122828  0.663392  0.233
H  -1.990237  1.009826  0.975984  0.344
H  0.480998  1.629421  0.814222  0.443
H  -0.438556  1.421496  -1.764525  0.192
H  -0.515576  2.692433  -0.662728  0.384
O  0.914380  -0.387126  -2.803413  -0.648
H  -0.083221  0.723814  1.953584  0.388
H  -0.016333  -0.526985  -3.059672  0.309
C  0.298819  -1.977161  2.217787  -0.191
N  0.755260  -1.785727  1.050401  0.053
H  -0.151902  -2.933198  2.488182  0.295
H  0.273883  -1.193103  2.992316  0.290
H  1.145304  -0.640366  -0.689582  0.193

Atoms 1-3, force components in eV/Å:
H 0.3 -1.1 -0.1
C -3.1 1.9 0.9
H -0.3 0.4 0.1

Properties
Kohn-Sham gap in eV: 9.5039
Maximum force in eV Å⁻¹: 3.73
E_tot in Eh: -328.5968
Net charge: +1

(5)
Molecular formula: C3H8N2O
Method: DFT, ωB97M-V/def2-TZVPD

Last column: Mulliken charge in e.
Geometry (Å):
H  3.077599  0.759056  -0.540260  0.291
C  2.210470  0.081983  -0.185233  0.024
C  -0.037638  -0.118002  0.536447  -0.626
H  -2.286393  -1.218207  -0.824519  0.267
H  -0.812521  0.239567  -1.458423  0.281
H  -1.918049  -1.109535  0.777029  0.290
H  1.058572  1.691836  0.245669  0.244
N  1.110838  0.693113  0.216297  -0.115
N  -2.210167  -0.573558  -0.059049  -0.622
H  0.344559  -1.114478  0.517591  0.397
C  -1.091056  0.341386  -0.345468  -0.435
H  -0.544707  0.066022  1.523735  0.259
O  2.466503  -1.090872  -0.108311  -0.544
H  -1.368014  1.351694  -0.295501  0.290

Atoms 1-3, force components in eV/Å:
H -1.4 -0.3 0.3
C 3.6 1.3 -0.3
C 0.7 2.3 1.7

Properties
Kohn-Sham gap in eV: 10.2535
Maximum force in eV Å⁻¹: 5.15
E_tot in Eh: -303.8273

(6)
Molecular formula: C6H10O
Method: DFT, ωB97M-V/def2-TZVPD

Last column: Mulliken charge in e.
Geometry (Å):
H  -1.207048  -1.559498  -0.516289  0.453
H  2.630403  1.221716  0.763480  0.385
C  -2.008063  -0.101494  0.956273  -0.602
C  0.453578  -0.880142  0.713185  0.009
H  1.564641  1.184723  -3.259988  0.226
H  2.100583  -1.077564  -1.030572  0.401
C  -1.442543  0.628099  -0.232094  -0.614
C  1.660430  -0.617717  -0.159117  -0.421
H  -1.726781  0.264112  1.940057  0.224
H  -3.011423  -0.512545  0.889105  0.283
H  0.525401  -1.765844  1.354263  0.387
H  1.483911  1.033348  -2.535710  -0.231
C  -0.924030  -0.729400  0.129154  -0.182
C  1.906916  0.422998  0.636404  -0.363
O  0.843083  0.294205  1.508084  -0.436
H  -0.793994  1.476124  -0.032044  0.202
H  -2.055065  0.718879  -1.124192  0.275

Atoms 1-3, force components in eV/Å:
H 0.0 0.1 0.1
H -0.1 -0.1 0.0
C -0.1 0.0 0.2

Properties
Kohn-Sham gap in eV: 10.1954
Maximum force in eV Å⁻¹: 0.33
E_tot in Eh: -309.7236

(7)
Molecular formula: C6H10
Method: DFT, ωB97M-V/def2-TZVPD

Last column: Mulliken charge in e.
Geometry (Å):
C  0.903065  -0.373184  -0.461568  -0.330
H  -0.185832  -0.649828  2.710675  0.266
H  -2.954787  -0.186457  -0.214908  0.339
C  -0.405122  0.191127  2.061891  -0.770
C  -1.349163  0.072023  1.162308  0.292
C  -0.470836  -0.960968  -0.786059  -0.777
H  1.290514  -1.002563  -1.299232  0.310
C  -1.864171  -0.293698  0.028925  -0.581
C  1.095389  1.110142  -0.782716  -1.023
H  2.107798  1.297555  -1.157881  0.347
H  0.923950  1.793253  0.058146  0.253
H  0.084836  1.135453  2.265266  0.288
H  -0.646080  -0.755459  -1.840439  0.396
H  0.383747  1.384961  -1.567792  0.281
H  1.449639  -0.710102  0.438386  0.371
H  -0.362947  -2.052254  -0.615001  0.339

Atoms 1-3, force components in eV/Å:
C 0.2 -0.7 -1.3
H -0.1 0.1 0.2
H 1.5 -0.5 -0.3

Properties
Kohn-Sham gap in eV: 10.3195
Maximum force in eV Å⁻¹: 2.88
E_tot in Eh: -234.4907

(8)
Molecular formula: C2H42F6NO25S2
Method: DFT, ωB97M-V/def2-TZVPD

Last column: Mulliken charge in e.
Geometry (Å):
H  0.121506  -4.431418  0.102758  0.327
H  6.394776  -4.339128  -1.756502  0.318
O  -1.611554  5.747702  -9.344722  -0.641
H  7.019276  5.869012  -0.873902  0.316
O  -0.008944  -5.662238  -8.819832  -0.638
H  1.901766  3.940722  -5.917352  0.324
O  4.257186  -7.011378  2.518658  -0.643
C  1.607016  0.133052  1.376148  0.555
O  -3.073004  -1.041418  -0.649252  -0.653
H  -9.081714  -4.713138  -2.030332  0.317
H  7.121036  -3.209978  -1.056902  0.324
N  -0.479404  -0.321788  -0.343052  -0.385
F  -1.186524  1.387582  -2.889172  -0.218
H  -0.162514  7.195242  -3.930422  0.312
H  -0.260654  -5.802368  0.618848  0.304
O  -2.735664  1.358082  -0.142582  -0.564
O  -3.567434  6.162502  3.385038  -0.653
O  -2.867964  -6.400578  -3.066272  -0.637
O  -1.269934  -5.520538  4.945618  -0.634
O  7.071256  5.040202  -0.397872  -0.642
H  -1.627954  -2.476958  8.654018  0.312
O  2.426686  3.504282  -6.588332  -0.649
O  -0.069074  2.069852  0.360518  -0.624
C  -2.065944  0.461062  -2.576002  0.647
H  -1.981124  -6.053648  -2.969452  0.318
F  1.963286  0.844612  2.391038  -0.209
O  1.716796  8.302412  1.372318  -0.630
O  -2.618604  0.174762  -10.521192  -0.646
H  2.831206  2.765462  -6.133662  0.322
H  -6.218514  -2.585028  6.453288  0.309
O  3.085276  -0.826058  -3.533382  -0.628
O  8.248136  -0.689628  9.061968  -0.641
H  3.738016  -6.752918  1.757158  0.322
H  -2.851504  -0.106698  -9.636442  0.323
H  8.470876  -1.585658  8.809478  0.316
H  -5.118554  -2.738228  5.424448  0.318
H  -2.941664  5.674732  2.849598  0.331
O  7.186496  -4.144138  -1.255112  -0.641
H  2.269396  -0.999978  -3.064002  0.320
H  -1.014434  -1.846188  7.422098  0.329
H  7.927066  -0.285858  8.255668  0.324
O  0.393716  6.494692  -3.589732  -0.636
H  -8.936594  -3.707778  -0.907802  0.329
H  4.859156  -6.280328  2.658038  0.319
H  10.272386  3.449442  4.398338  0.316
H  2.270046  8.647142  2.073238  0.316
H  -1.421484  6.619052  -9.692352  0.315
H  -4.327134  2.512212  7.448608  0.321
H  6.800516  4.379762  -1.035642  0.326
H  2.316866  8.162322  0.639828  0.314
O  -4.967424  3.152912  7.139158  -0.630
H  3.322996  -1.668098  -3.921562  0.309
H  -0.401444  -5.701018  4.585928  0.321
H  -2.422654  1.107482  -10.432532  0.323
F  2.400096  0.254682  0.371258  -0.212
F  -3.250374  0.855802  -2.918722  -0.217
O  -9.223884  -4.602428  -1.090252  -0.646
F  1.565616  -1.110968  1.895548  -0.239
O  0.491006  -5.284518  0.330608  -0.631
O  -1.123504  -1.716838  8.364228  -0.641
H  -5.696834  3.079782  7.754658  0.312
F  -1.837494  -0.703488  -3.227742  -0.232
H  -1.837844  -6.177198  4.542478  0.312
H  -0.183574  -6.020228  -9.690222  0.316
H  8.886176  3.067892  3.924288  0.326
O  -7.719284  0.792342  2.608198  -0.650
S  -0.166064  0.679652  0.722418  1.055
H  -7.011364  1.388012  2.362728  0.327
S  -2.160474  0.123812  -0.716002  0.989
O  -0.920004  0.427742  1.937278  -0.694
O  -5.996184  -2.375988  5.546038  -0.623
H  -0.864254  -5.647588  -8.390332  0.322
H  -3.342214  -6.062398  -2.306702  0.319
H  0.098096  6.370672  -2.687822  0.328
H  -0.783004  5.454672  -8.965402  0.326
H  -3.729534  5.596782  4.139968  0.321
O  9.397176  3.229392  4.717408  -0.642
H  -7.295624  0.126312  3.149638  0.319

Atoms 1-3, force components in eV/Å:
H -0.1 0.4 0.0
H -0.2 -0.1 -0.1
O -0.2 -0.1 0.0

Properties
Kohn-Sham gap in eV: 8.2291
Maximum force in eV Å⁻¹: 7.05
E_tot in Eh: -3432.6620
Net charge: -1